# 1
{"formula": "C22H23ClGdN2P", "method": "ωB97M-V/def2-TZVPD", "species": ["Gd", "Cl", "P", "C", "C", "C", "C", "C", "C", "C", "C", "C", "C", "C", "C", "C", "C", "C", "C", "C", "C", "H", "H", "H", "H", "H", "H", "H", "H", "H", "H", "H", "H", "H", "H", "H", "H", "H", "C", "C", "N", "C", "C", "N", "H", "H", "H", "H", "H", "H"], "coordinates": [[-0.1262, 1.1137, -0.2527], [0.6520, 0.3663, 1.9653], [0.0205, -1.1045, -1.9255], [-0.6555, -0.2499, -3.4014], [-1.4968, -0.9010, -4.3151], [-1.9664, -0.2279, -5.4458], [-1.6965, 1.1370, -5.6019], [-0.9442, 1.8173, -4.6355], [-0.3990, 1.1328, -3.5499], [1.8194, -1.2177, -2.2644], [2.6260, -1.6849, -1.2029], [4.0133, -1.6928, -1.3413], [4.6147, -1.2045, -2.5104], [3.8119, -0.7465, -3.5585], [2.4199, -0.7534, -3.4443], [-0.5381, -2.8054, -1.9956], [-1.2273, -3.3608, -0.9010], [-1.5439, -4.7210, -0.9204], [-1.1637, -5.5212, -2.0080], [-0.4826, -4.9586, -3.0892], [-0.1578, -3.6058, -3.0778], [2.1503, -2.0037, -0.2651], [4.6286, -2.0953, -0.5323], [5.7017, -1.1816, -2.6020], [4.2707, -0.3863, -4.4805], [1.7937, -0.3696, -4.2531], [-1.7492, -1.9504, -4.1592], [-2.5292, -0.7780, -6.2040], [-2.0747, 1.6581, -6.4792], [-0.7616, 2.8902, -4.7415], [0.2880, 1.6582, -2.8574], [-1.4891, -2.7132, -0.0588], [-2.0891, -5.1634, -0.0858], [-1.3882, -6.5873, -2.0162], [-0.2004, -5.5668, -3.9469], [0.3887, -3.1631, -3.9098], [-5.3931, -1.8232, -4.9588], [-5.4185, -2.4639, -4.5684], [-1.7061, 3.0891, 0.3305], [-2.6643, 1.9935, 0.0021], [-2.3213, 0.7017, -0.1675], [-3.5339, -0.0238, -0.2303], [-4.5626, 0.8597, -0.1447], [-3.9893, 2.1172, 0.0299], [-1.0894, 3.3867, -0.5647], [-2.2672, 3.9724, 0.6659], [-1.0581, 2.7753, 1.2039], [-3.5396, -1.1031, -0.2572], [-5.6310, 0.7329, -0.2116], [-4.5163, 2.9426, 0.3064]], "forces_ev_per_angstrom": [[1.801, -1.514, 0.059], [-0.210, 0.161, -0.511], [0.914, -0.559, -1.812], [-0.397, 0.417, 0.417], [0.239, 0.032, 0.036], [0.175, 0.282, 0.142], [0.022, -0.405, 0.227], [0.148, 0.305, 0.027], [-0.318, -0.537, -0.210], [0.249, 0.502, 0.558], [-0.118, 0.264, -0.146], [0.038, -0.126, 0.031], [-0.419, -0.104, 0.087], [-0.016, -0.085, -0.032], [-0.094, 0.131, 0.151], [-0.396, -0.472, 0.973], [0.113, -0.021, -0.506], [-0.009, -0.062, -0.066], [-0.031, 0.347, 0.183], [-0.030, 0.173, 0.061], [0.020, -0.004, -0.061], [0.316, -0.025, -0.380], [-0.193, 0.248, -0.270], [-0.349, -0.052, 0.028], [-0.130, -0.089, 0.284], [0.302, -0.171, 0.165], [0.074, 0.323, -0.118], [0.101, 0.267, 0.309], [0.110, -0.019, 0.252], [-0.025, -0.392, -0.054], [-0.189, -0.111, -0.446], [0.031, -0.388, -0.153], [0.206, 0.112, -0.218], [-0.014, 0.300, 0.065], [-0.044, 0.098, 0.246], [-0.038, -0.176, 0.147], [-0.009, -0.257, 0.166], [0.021, 0.261, -0.161], [0.335, 0.572, 0.275], [-0.550, -0.955, 0.360], [-1.808, 0.497, 0.268], [0.768, 0.729, 0.005], [0.445, 0.154, 0.123], [-0.605, -0.342, -0.041], [-0.504, 0.205, 0.729], [0.391, -0.161, -0.197], [-0.593, 0.683, -0.551], [-0.034, 0.157, -0.285], [0.076, -0.054, 0.160], [0.227, -0.138, -0.315]], "lowdin_charge": [1.189, -0.076, 0.997, -0.381, -0.058, -0.032, -0.033, -0.058, -0.160, -0.378, -0.095, -0.049, -0.037, -0.049, -0.077, -0.385, -0.085, -0.049, -0.034, -0.040, -0.088, 0.110, 0.123, 0.124, 0.121, 0.109, 0.106, 0.124, 0.124, 0.122, 0.073, 0.098, 0.119, 0.123, 0.124, 0.121, 0.002, 0.008, -0.069, -0.427, -0.105, -0.039, -0.006, 0.146, 0.091, 0.129, 0.072, 0.119, 0.140, 0.193], "total_charge": 2, "homo_ev": [-14.586, -14.561], "e_lumo_ha": [-0.2444, -0.3420], "e_tot_ev": -68798.9969, "spin_multiplicity": 8, "e_above_lowest_ev": 0.000}

---

# 2
{"formula": "C22H23F25O7S4", "method": "ωB97M-V/def2-TZVPD", "species": ["C", "C", "S", "C", "C", "C", "O", "O", "C", "S", "S", "O", "O", "F", "C", "S", "H", "H", "H", "H", "H", "H", "H", "H", "H", "H", "H", "C", "C", "C", "F", "F", "F", "F", "O", "C", "C", "F", "F", "F", "F", "H", "H", "H", "H", "C", "C", "C", "F", "F", "F", "F", "O", "C", "C", "F", "F", "F", "F", "H", "H", "H", "H", "C", "C", "C", "F", "F", "F", "F", "O", "C", "C", "F", "F", "F", "F", "H", "H", "H", "H"], "coordinates": [[8.7986, 4.2239, -0.2032], [7.6594, 5.2490, -0.2262], [6.5575, 5.1189, -1.6600], [5.0551, 4.3425, -1.0118], [5.2156, 2.8156, -1.0215], [3.9849, 1.9346, -0.9319], [2.8075, 2.1299, -1.1158], [4.5103, 0.6483, -0.5988], [5.7801, 0.7559, -0.0860], [6.0749, -0.2647, 1.4113], [7.0532, 0.2015, -1.3040], [8.1966, -0.2565, -0.6445], [7.2171, 1.1700, -2.3145], [6.3464, -1.0180, -1.9007], [5.9161, 2.2874, 0.2320], [4.7725, 2.5331, 1.6664], [8.5799, 3.3683, -0.8195], [8.8887, 3.8434, 0.8081], [9.7465, 4.6599, -0.4604], [7.0708, 5.2309, 0.6794], [8.0999, 6.2305, -0.2835], [4.8147, 4.7120, -0.0278], [4.2572, 4.6020, -1.6883], [5.6917, 2.5971, -1.9691], [6.8964, 0.5665, 2.0578], [6.8855, 2.6722, 0.4835], [4.9554, 3.8343, 1.9380], [0.8594, 3.8645, 3.1247], [1.5820, 2.7247, 3.8670], [1.3060, 1.2895, 3.4153], [0.0117, 0.9481, 3.5703], [2.0438, 0.4420, 4.1658], [1.3895, 2.8559, 5.1945], [2.9151, 2.9113, 3.6351], [-0.3001, 4.4416, 3.7078], [-1.5621, 3.9214, 3.5134], [-2.1890, 3.4184, 4.8175], [-1.4197, 2.4808, 5.3996], [-3.3920, 2.8664, 4.5408], [-1.5755, 2.9809, 2.5454], [-2.3374, 4.9367, 3.0791], [1.5747, 4.6854, 3.1297], [0.7007, 3.6223, 2.0737], [1.5956, 1.1618, 2.3672], [-2.3216, 4.2491, 5.5138], [-1.2918, -0.5463, 0.8548], [-0.4149, -1.7640, 1.2041], [0.3931, -2.4144, 0.0776], [-0.3957, -2.9053, -0.8976], [1.1024, -3.4479, 0.5889], [-1.1605, -2.6859, 1.8451], [0.5151, -1.3156, 2.0980], [-2.6848, -0.7390, 0.6458], [-3.2076, -1.0920, -0.5763], [-3.8833, -2.4655, -0.5380], [-3.0294, -3.4247, -0.1447], [-4.3196, -2.7781, -1.7847], [-2.2955, -1.0021, -1.5634], [-4.1790, -0.1949, -0.8596], [-1.2598, 0.0749, 1.7473], [-0.8476, 0.0557, 0.0613], [1.0955, -1.6957, -0.3554], [-4.7327, -2.4518, 0.1482], [-6.8665, -4.3278, -3.2051], [-6.3994, -5.6103, -2.4915], [-6.1132, -6.8452, -3.3497], [-7.2058, -7.2720, -4.0117], [-5.7051, -7.8534, -2.5429], [-7.2642, -5.9131, -1.4986], [-5.2115, -5.3019, -1.9003], [-8.2552, -4.0167, -3.2250], [-9.1105, -4.5054, -4.1868], [-10.1892, -5.4161, -3.5919], [-9.6449, -6.4543, -2.9320], [-10.9534, -5.9074, -4.5948], [-8.4478, -5.0960, -5.1993], [-9.7554, -3.4391, -4.7113], [-6.4402, -3.5206, -2.6153], [-6.4209, -4.2324, -4.1949], [-5.3161, -6.6354, -4.0686], [-10.8179, -4.8498, -2.9016]], "forces_ev_per_angstrom": [[-0.631, -0.112, 0.773], [0.298, -0.249, -0.427], [-0.217, 0.455, -0.148], [0.239, -0.871, -0.250], [-0.740, 1.467, 0.726], [-1.416, 0.236, -0.650], [2.339, -0.708, 0.267], [-1.462, -0.158, -0.364], [1.419, 0.670, 1.576], [-0.885, -0.761, -0.182], [0.077, 1.080, 0.307], [1.181, -0.664, 0.943], [-0.306, 0.543, -1.135], [-0.669, -0.656, -0.317], [-0.571, -0.626, -0.609], [0.335, -0.194, 0.375], [0.090, -0.222, -0.490], [0.255, -0.097, 0.331], [0.343, 0.098, -0.337], [-0.273, -0.060, 0.239], [-0.036, 0.475, -0.007], [-0.133, 0.256, 0.218], [-0.291, 0.291, -0.228], [0.360, -0.417, 0.068], [0.049, 0.245, -0.237], [0.528, -0.138, -0.264], [0.211, 0.012, -0.336], [0.102, 0.494, -0.491], [-0.529, 0.288, 0.410], [0.276, -0.398, -0.147], [-0.152, 0.321, 0.104], [0.026, 0.121, 0.033], [-0.033, -0.118, -0.028], [-0.012, 0.103, 0.062], [-0.110, -0.668, 0.420], [0.509, 0.280, -0.504], [-0.182, -0.034, 0.264], [0.109, -0.064, -0.122], [0.041, 0.052, -0.056], [0.036, -0.075, 0.219], [-0.109, 0.023, 0.027], [0.030, -0.002, 0.091], [-0.091, -0.271, 0.035], [-0.048, 0.050, -0.002], [0.004, 0.042, -0.072], [-0.002, 0.700, 0.058], [-0.661, -0.147, 0.099], [0.385, -0.099, -0.061], [-0.204, 0.097, 0.047], [-0.042, 0.055, 0.064], [0.031, -0.091, -0.110], [0.187, 0.085, -0.172], [0.124, -0.746, -0.169], [0.396, 0.611, 0.234], [-0.229, -0.329, 0.072], [0.181, 0.068, -0.049], [0.076, 0.263, 0.006], [-0.019, -0.194, 0.079], [-0.101, -0.031, -0.059], [-0.019, -0.073, 0.083], [0.054, -0.227, -0.190], [-0.056, 0.044, 0.010], [-0.001, 0.112, -0.030], [0.184, 0.603, -0.199], [-0.585, 0.159, 0.221], [0.278, -0.277, -0.020], [-0.145, 0.177, 0.018], [-0.012, 0.094, 0.031], [-0.028, -0.119, -0.089], [0.094, -0.096, -0.154], [-0.165, -0.754, 0.116], [0.623, 0.441, -0.024], [-0.278, -0.118, 0.112], [0.155, -0.017, -0.059], [0.045, 0.071, -0.012], [-0.058, -0.137, 0.140], [-0.113, 0.000, -0.033], [-0.001, -0.022, 0.087], [-0.059, -0.264, -0.092], [-0.031, 0.061, 0.003], [0.032, 0.062, -0.046]], "lowdin_charge": [-0.148, -0.518, 0.904, -0.430, -0.325, -0.408, 0.155, -0.029, -0.840, 0.851, 0.583, -0.250, -0.231, -0.093, -0.501, 0.884, 0.048, 0.068, 0.069, 0.062, 0.057, 0.055, 0.082, 0.118, -0.096, 0.089, -0.097, -0.036, -0.436, -0.315, 0.089, 0.106, 0.143, 0.018, 0.049, -0.535, -0.287, 0.105, 0.102, 0.145, 0.148, 0.148, 0.148, 0.167, 0.176, -0.034, -0.432, -0.303, 0.099, 0.098, 0.142, 0.098, 0.053, -0.537, -0.279, 0.109, 0.081, 0.151, 0.143, 0.129, 0.149, 0.172, 0.179, -0.036, -0.438, -0.305, 0.098, 0.096, 0.134, 0.099, 0.047, -0.540, -0.288, 0.103, 0.098, 0.151, 0.142, 0.131, 0.149, 0.173, 0.175], "total_charge": 0, "homo_ev": -9.316, "e_lumo_ha": -0.0041, "smiles": "CCSC[C@@H]1C(=O)O[C@@](S)(S(=O)(=O)F)[C@@H]1S.FC(F)C(F)(F)COC(F)(F)C(F)F.FC(F)C(F)(F)COC(F)(F)C(F)F.FC(F)C(F)(F)COC(F)(F)C(F)F", "e_tot_ev": -148796.3863}